This record from the OMol25 dataset describes a structure of composition C29H34BMnN8 in a non-equilibrium geometry. The level of theory is wB97M-V/def2-TZVPD.

```
! RIJCOSX wB97M-V def2-TZVPD def2/J DEFGRID3
* xyz 2 5
H -1.35879 -2.85097 3.77813
H 0.50023 -3.79756 4.29698
H -2.86803 1.29767 -1.57044
C 2.26211 2.90611 -1.27644
H 0.59747 2.26386 3.89843
C 2.67017 -1.24217 2.36046
C 0.29773 -4.06045 -1.66927
C 0.27247 2.10965 1.12592
H -3.62863 2.79294 -1.14050
H 2.95514 -3.80386 4.37421
C 2.47975 -3.06082 3.81775
C 1.23864 -1.22462 2.29587
C 1.59127 -4.05334 -1.08932
C -1.55194 2.98884 -1.48458
C -0.22495 2.64919 -1.16007
H 1.99729 1.26442 3.78531
C 3.55259 -0.23735 1.63173
C -0.67156 4.65582 -3.05708
C -4.07495 -1.78070 0.51072
H -1.95930 -3.40234 -2.63892
Mn -0.07014 -0.22805 -0.40491
C -2.72757 2.25057 -1.01357
H 4.39694 -2.31895 3.11370
C 0.87712 3.33322 -1.64347
N -0.23752 -2.91083 -1.37952
N -2.45786 -1.88749 -1.01209
H -1.45189 -2.86697 2.11040
H 0.44364 0.49491 4.15846
H 4.57278 -0.58295 1.49121
H -5.05728 -1.83453 0.99579
H 2.33354 -4.82546 -1.05130
C -0.66920 0.14784 -4.61490
C -1.01659 -2.30955 2.94442
N 0.63853 -2.11961 -0.67862
H -0.63579 0.64932 -5.50392
N 0.64100 -0.12704 1.54132
H -0.85375 3.36034 2.20005
H -1.88685 -1.64339 -4.86482
H 3.61900 0.57871 2.34602
N -2.03258 -0.92460 -0.09600
C -1.72918 3.96445 -2.48958
C 0.39745 -2.19136 2.95838
H 2.49158 2.96419 -0.23358
C 0.00008 3.46769 1.63240
C 0.91994 1.27675 3.54723
H -2.75625 4.10007 -2.83262
H -0.75067 5.34768 -3.87226
H 1.43400 4.79894 -3.13903
H 2.60315 -2.36651 -0.06370
C 0.63723 4.28029 -2.67861
N 0.08951 1.70833 -0.05466
C 0.63107 1.03943 2.08178
C -1.29984 -0.99289 -4.22668
H -2.95322 -0.09371 1.56337
N -0.25659 -0.24463 -2.42233
C -3.66244 -2.32901 -0.69300
H -0.30419 -4.87676 -1.99082
C 1.09747 -3.09037 3.75210
H 0.50802 1.45664 -3.16343
H 2.60598 1.88644 -1.55288
C -0.02861 0.59684 -3.45843
H 0.82863 3.87318 2.25580
C -3.05898 -0.83264 0.78039
H 3.04293 -0.04214 0.68922
B -1.51110 -2.43722 -2.04547
C 1.76358 -2.81562 -0.52019
H -0.39445 4.13819 0.81293
H -4.02333 -3.10206 -1.40522
H 3.02984 3.56827 -1.78282
C 3.31655 -2.16909 3.11137
H -1.52293 -1.33010 2.92012
H -2.58776 2.03204 0.03182
N -1.05972 -1.23514 -2.93875
*
```

Summary:
- E_LUMO (alpha / beta) (eV) = -7.889 / -7.781
- energy (eV) = -74529.83905
- gap between HOMO and LUMO (alpha / beta) (Ha) = 0.240 / 0.244
- HOMO level (alpha / beta) (eV) = -14.4 / -14.4